Entry 1:
Computed, not measured: C32H22BrF4IN2O2PPd as an isolated structure, with the ωB97M-V functional and the def2-TZVPD basis.

Each line ends with the Löwdin charge.
Atoms and positions in Å:
I (-4.10, 1.15, -1.21)  1.0585
Pd (-1.25, 1.04, -1.01)  0.3742
Br (-1.33, 3.48, -0.81)  0.9295
P (0.93, 1.07, -0.88)  1.0148
F (-0.13, 5.99, 0.24)  0.1106
F (3.58, 2.06, 0.34)  0.1228
F (2.35, 6.47, 1.18)  0.1755
F (4.19, 4.49, 1.24)  0.1680
O (-2.89, -3.99, 2.45)  -0.0542
O (-0.79, -0.83, -1.57)  -0.2608
N (0.11, -4.21, -1.05)  0.1323
N (-2.22, -0.09, 0.95)  0.0092
C (-5.18, 2.20, 2.87)  -0.0712
C (1.53, -0.12, 0.31)  -0.3441
C (-3.21, 0.64, 1.63)  -0.3539
C (2.64, 3.00, 0.30)  -0.1961
C (0.46, 3.76, -0.20)  -0.5092
C (1.56, -0.86, 2.60)  -0.0584
C (-5.14, 2.11, 1.48)  -0.1369
C (2.04, 5.27, 0.74)  -0.1230
C (1.65, 0.91, -4.85)  -0.0553
C (0.77, 5.01, 0.25)  -0.2511
C (1.22, 0.10, 1.66)  -0.0850
C (3.17, 0.71, -2.51)  -0.0790
C (-3.27, 0.73, 3.02)  -0.0132
C (-1.48, -3.91, 2.33)  -0.2061
C (-1.25, -2.25, 0.39)  -0.0691
C (-4.25, 1.51, 3.63)  -0.0587
C (2.98, 4.26, 0.77)  -0.1252
C (-1.01, -3.53, 0.94)  -0.1581
C (1.79, 0.90, -2.44)  -0.3394
C (2.47, -2.26, 0.87)  -0.0468
C (-0.10, -3.04, -1.59)  -0.2707
C (-2.11, -1.34, 1.15)  -0.0469
C (-0.75, -1.97, -0.89)  -0.2768
C (2.18, -2.03, 2.21)  -0.0515
C (-0.32, -4.45, 0.20)  -0.0952
C (3.78, 0.62, -3.75)  -0.0523
C (0.37, -2.79, -2.99)  -0.0118
C (1.03, 1.00, -3.61)  -0.0907
C (3.02, 0.72, -4.92)  -0.0513
C (1.38, 2.71, -0.20)  -0.2626
C (2.15, -1.31, -0.08)  -0.0707
C (-4.15, 1.35, 0.89)  -0.6094
H (-2.73, -1.84, 1.89)  0.1335
H (1.33, -0.68, 3.65)  0.1127
H (0.72, 1.01, 1.96)  0.1129
H (-0.04, 1.12, -3.55)  0.0873
H (-1.16, -3.16, 3.05)  0.1215
H (-1.01, -4.85, 2.60)  0.1210
H (2.95, -3.18, 0.56)  0.1204
H (-3.22, -4.72, 1.91)  0.1015
H (0.87, -3.68, -3.37)  0.0866
H (3.76, 0.63, -1.61)  0.1060
H (-0.46, -2.53, -3.65)  0.0919
H (-2.54, 0.20, 3.61)  0.1187
H (-5.87, 2.64, 0.88)  0.1028
H (-5.94, 2.80, 3.34)  0.1137
H (-0.09, -5.43, 0.62)  0.1175
H (4.85, 0.47, -3.81)  0.1153
H (2.36, -1.49, -1.13)  0.1068
H (-4.28, 1.57, 4.71)  0.1136
H (1.07, -1.94, -3.03)  0.0606
H (2.44, -2.78, 2.95)  0.1156
H (1.07, 0.97, -5.75)  0.1148
H (3.51, 0.64, -5.88)  0.1150

Output
energy relative to the best compared isomer or geometry (same formula, charge and spin) = 0.857 eV
charge = +1
LUMO = -4.023 eV
gap between HOMO and LUMO = 6.65 eV
E_tot = -5232.79790 hartree

***

Entry 2:
Computed, not measured: C41H22F15Ge2O3ReS as an isolated structure, with the ωB97M-V functional and the def2-TZVPD basis.

Each line ends with the Löwdin charge.
Atoms and positions in Å:
Re (0.28, 0.20, 0.59)  1.3146
Ge (3.25, -0.84, -1.05)  0.9029
Ge (-3.39, -0.26, -0.14)  0.9984
S (0.94, -0.86, -1.23)  0.5209
F (6.01, -1.73, -0.95)  0.1076
F (3.36, 3.51, -3.88)  0.1601
F (2.68, 0.29, 4.09)  0.1474
F (6.19, 2.47, 1.84)  0.1879
F (1.95, -0.92, 1.82)  -0.0485
F (4.82, 1.99, 4.13)  0.1876
F (5.46, 1.30, -0.45)  0.1423
F (4.68, 2.36, -5.95)  0.1845
F (5.55, -6.38, -0.50)  0.1844
F (7.14, -4.20, -0.73)  0.1691
F (1.73, -3.68, -0.71)  0.0524
F (2.85, -6.11, -0.49)  0.1587
F (2.73, 2.03, -1.70)  0.0761
F (5.36, -0.26, -5.85)  0.1677
F (4.72, -1.74, -3.69)  0.1225
O (-0.12, 4.10, 0.99)  0.2389
O (0.07, 0.96, 2.59)  -0.1517
O (0.52, 2.04, 0.37)  -0.1950
C (-4.54, 2.35, 0.42)  -0.1201
C (-3.44, -3.23, -3.77)  -0.0521
C (0.23, 3.09, 3.75)  0.0300
C (3.86, -2.66, -0.86)  -0.1478
C (-1.37, -0.07, 0.24)  -0.2842
C (4.77, 1.03, 0.65)  -0.2017
C (3.63, -5.05, -0.61)  -0.1298
C (-2.73, -2.70, -1.54)  -0.1142
C (-3.54, -2.00, 3.71)  -0.0718
C (3.38, 1.46, -2.73)  -0.2313
C (-3.65, 3.51, -1.94)  -0.0561
C (-5.75, -1.21, 3.18)  -0.0510
C (-2.77, -3.58, -2.61)  -0.0641
C (-4.08, -2.00, -3.87)  -0.0550
C (3.69, 2.23, -3.83)  -0.1286
C (-4.87, -1.83, 4.07)  -0.0539
C (3.05, -0.07, 1.80)  -0.2117
C (-0.45, 2.37, 2.61)  -0.4421
C (-5.29, -0.75, 1.96)  -0.1011
C (4.37, 1.64, -4.89)  -0.1083
C (-3.37, -1.46, -1.64)  -0.3018
C (3.38, 0.53, 2.99)  -0.1444
C (-3.83, 1.59, -0.50)  -0.3062
C (-4.37, 4.27, -1.02)  -0.0487
C (5.16, 1.65, 1.83)  -0.1125
C (4.47, 1.40, 3.01)  -0.1107
C (-0.02, 2.97, 1.27)  -0.4477
C (-4.81, 3.69, 0.16)  -0.0583
C (-3.08, -1.53, 2.49)  -0.1327
C (5.24, -2.83, -0.85)  -0.2235
C (5.01, -5.18, -0.62)  -0.1093
C (-1.96, 2.34, 2.71)  0.0276
C (4.72, 0.30, -4.84)  -0.1257
C (3.69, 0.16, 0.60)  -0.1337
C (3.07, -3.79, -0.73)  -0.2154
C (-3.38, 2.18, -1.68)  -0.1086
C (-4.04, -1.11, -2.81)  -0.0977
C (3.72, 0.12, -2.65)  -0.1641
C (-3.95, -0.90, 1.60)  -0.2940
C (5.83, -4.07, -0.74)  -0.1268
C (4.38, -0.45, -3.72)  -0.2041
H (-0.09, 4.13, 3.75)  0.1198
H (-2.41, 1.78, 1.89)  0.0532
H (-4.54, -0.16, -2.89)  0.1010
H (-2.86, -2.50, 4.39)  0.1105
H (-5.23, -2.19, 5.02)  0.1176
H (-2.27, 1.91, 3.66)  0.1157
H (-3.30, 3.97, -2.86)  0.1158
H (-6.79, -1.10, 3.45)  0.1187
H (-5.38, 4.28, 0.87)  0.1158
H (-2.04, -1.71, 2.22)  0.0748
H (-4.58, 5.31, -1.23)  0.1177
H (-3.48, -3.92, -4.60)  0.1167
H (-0.25, 0.48, 3.36)  0.1487
H (-2.83, 1.60, -2.41)  0.1036
H (1.32, 3.06, 3.66)  0.1020
H (-2.33, 3.37, 2.66)  0.1237
H (-4.89, 1.92, 1.35)  0.0959
H (-4.61, -1.74, -4.78)  0.1166
H (-0.07, 2.65, 4.71)  0.1117
H (-6.00, -0.29, 1.28)  0.1105
H (-2.28, -4.54, -2.53)  0.1133
H (-2.22, -2.99, -0.63)  0.1006

Output
energy relative to the best compared isomer or geometry (same formula, charge and spin) = 0.000 eV
charge = +2
LUMO = -9.005 eV
gap between HOMO and LUMO = 5.17 eV
E_tot = -7928.90279 hartree